[1]
{"formula": "C26H25KN4O8SSb", "method": "ωB97M-V with the def2-TZVPD basis set", "total_charge": -1, "energy_ev": -83404.0942, "gap_ev": 6.221, "symbols": ["K", "C", "C", "C", "C", "C", "C", "C", "S", "O", "O", "N", "C", "C", "C", "C", "C", "C", "C", "C", "N", "C", "H", "H", "H", "H", "H", "H", "H", "H", "H", "H", "H", "H", "H", "O", "C", "O", "C", "C", "C", "C", "C", "C", "N", "O", "O", "N", "O", "O", "H", "H", "H", "C", "Sb", "C", "C", "H", "H", "H", "H", "H", "H", "H", "H", "H"], "coordinates": [[-1.7837, -1.5548, -0.8937], [-5.0463, 5.1151, -0.7570], [-4.8051, 3.6801, -0.3826], [-3.6302, 3.2949, 0.2526], [-3.4112, 1.9744, 0.6230], [-4.3810, 1.0224, 0.3505], [-5.5591, 1.3886, -0.2823], [-5.7652, 2.7073, -0.6448], [-4.1711, -0.7075, 0.7268], [-4.0887, -1.3748, -0.5808], [-5.3180, -1.1177, 1.5123], [-2.7804, -0.6942, 1.4468], [-2.2087, -1.8568, 1.8857], [-2.8559, -3.0762, 2.0305], [-2.1753, -4.2279, 2.4540], [-0.8422, -4.1991, 2.7577], [-0.1384, -2.9793, 2.6396], [1.2387, -2.8684, 2.9422], [1.8684, -1.6664, 2.8092], [1.1145, -0.5645, 2.3509], [-0.1554, -0.6260, 2.0522], [-0.8011, -1.8099, 2.1994], [-4.1096, 5.6254, -0.9796], [-5.5307, 5.6549, 0.0595], [-5.6926, 5.1911, -1.6311], [-2.8682, 4.0371, 0.4596], [-2.4984, 1.6647, 1.1120], [-6.3062, 0.6346, -0.4914], [-6.6849, 2.9879, -1.1454], [-3.9164, -3.1296, 1.8316], [-2.7303, -5.1540, 2.5380], [-0.3124, -5.0867, 3.0789], [1.7748, -3.7494, 3.2765], [2.9202, -1.5468, 3.0343], [1.6003, 0.3979, 2.2157], [-0.0185, -3.1168, -1.6376], [0.6605, -2.0792, -1.6947], [0.2694, -0.9119, -1.9232], [2.1565, -2.2366, -1.4283], [2.8353, -1.3187, -0.6370], [4.1829, -1.5180, -0.3805], [4.9065, -2.5724, -0.9078], [4.2005, -3.4536, -1.7020], [2.8431, -3.3225, -1.9529], [4.9258, -4.5893, -2.2885], [4.3049, -5.3473, -3.0058], [6.1136, -4.6913, -2.0447], [4.8904, -0.5797, 0.4900], [6.0546, -0.8151, 0.7543], [4.2783, 0.3891, 0.8905], [2.3057, -0.4738, -0.2258], [5.9574, -2.7031, -0.7075], [2.3220, -4.0637, -2.5399], [3.4830, 2.6959, -2.1247], [1.6583, 2.4646, -0.9977], [2.1361, 4.0676, 0.3681], [0.5305, 3.7308, -2.3301], [3.7109, 3.7552, -2.2394], [3.3625, 2.2466, -3.1091], [4.3126, 2.2073, -1.6177], [2.2919, 4.9982, -0.1768], [3.0435, 3.8132, 0.9128], [1.3296, 4.2018, 1.0869], [1.0742, 4.6585, -2.5073], [-0.4421, 3.9582, -1.8972], [0.3702, 3.2194, -3.2772]]}

[2]
{"formula": "C5H20O6", "method": "ωB97M-V with the def2-TZVPD basis set", "smiles": "CC(C)CC=O.O.O.O.O.O", "energy_ev": -17792.3681, "gap_ev": 10.479, "symbols": ["O", "C", "C", "C", "C", "C", "H", "H", "H", "H", "H", "H", "H", "H", "H", "H", "H", "H", "O", "H", "H", "O", "H", "H", "O", "H", "H", "O", "H", "H", "O"], "coordinates": [[1.0119, -0.7186, -1.7538], [0.6679, 0.4162, -1.9736], [1.1921, 1.4418, -1.0035], [0.0565, 1.4266, 0.0874], [0.4290, 0.4549, 1.2768], [-0.0851, 2.8890, 0.5723], [-0.0594, 0.6888, -2.7372], [2.0777, 1.0857, -0.4930], [1.4760, 2.2546, -1.6797], [-0.8862, 1.2461, -0.4582], [0.0207, 0.8656, 2.2075], [1.5677, 0.3953, 1.3532], [0.1515, -0.4909, 0.9300], [0.0034, 3.4866, -0.3253], [-0.9846, 3.0604, 0.9502], [0.7843, 3.1959, 1.1958], [2.0481, -1.5618, -0.0009], [2.9335, -1.2133, 1.0152], [2.3249, -1.9946, 0.7595], [-0.2023, -2.0887, -1.6870], [-1.6252, -2.6684, -1.5683], [-0.6810, -2.8568, -1.6622], [-3.2850, 1.2216, -1.5246], [-2.3440, 0.0836, -0.9457], [-2.3863, 0.9231, -1.6042], [-1.2541, -1.6027, 1.0017], [-1.9071, -0.5312, 2.0018], [-1.9522, -0.8553, 1.0588], [-0.1769, -3.4549, 1.3785], [0.9230, -2.3650, 1.6265], [0.1612, -2.7336, 2.0022]]}

[3]
{"formula": "C18H36BrIN3O4", "method": "ωB97M-V with the def2-TZVPD basis set", "total_charge": 1, "energy_ev": -110042.2335, "gap_ev": 8.295, "symbols": ["C", "C", "Br", "C", "C", "C", "C", "N", "C", "N", "C", "C", "C", "I", "N", "H", "H", "H", "H", "H", "H", "H", "H", "H", "H", "H", "H", "H", "H", "H", "H", "H", "H", "H", "H", "O", "C", "O", "C", "C", "C", "H", "H", "H", "H", "H", "H", "H", "H", "O", "C", "O", "C", "C", "C", "H", "H", "H", "H", "H", "H", "H", "H"], "coordinates": [[1.9317, 1.9773, 2.0629], [2.0751, 2.5587, 0.5060], [1.2717, 4.3707, 0.2421], [1.5931, 1.4171, -0.5664], [0.0547, 1.5733, -1.1089], [-0.3303, 0.1054, -1.8119], [-0.6497, -1.0453, -0.6879], [-1.6850, -0.6162, 0.3640], [-2.0966, 0.7863, -0.1193], [-3.3515, 1.0427, -0.6142], [-3.6766, 2.4329, -1.1133], [-4.4831, 3.2076, 0.1235], [-6.1417, 3.0821, -0.0513], [-3.7964, 5.2704, 0.3727], [-0.9769, 1.8383, -0.0323], [1.7190, 2.8205, 2.8470], [1.1345, 1.0970, 2.0809], [2.9665, 1.4531, 2.3450], [3.2512, 2.6886, 0.3451], [2.2955, 1.5106, -1.5210], [1.8426, 0.3631, -0.0917], [0.0071, 2.4018, -1.9661], [0.6792, -0.2323, -2.3527], [-1.1276, 0.2040, -2.6646], [0.3481, -1.2448, -0.0680], [-0.9636, -2.0803, -1.1366], [-2.5022, -1.2652, 0.3768], [-4.0267, 0.2298, -0.6588], [-4.4896, 2.3357, -1.9828], [-2.7682, 3.0434, -1.5270], [-4.1775, 2.6218, 1.1114], [-6.6943, 3.0749, 1.0024], [-6.4632, 2.1576, -0.6932], [-6.5222, 4.0495, -0.6338], [-0.6072, 1.7435, 0.9289], [2.3781, -1.2449, -3.4261], [2.0642, -1.9241, -4.4037], [1.3087, -3.0343, -4.2500], [0.7443, -3.7948, -5.3338], [1.7509, -4.7865, -5.8821], [2.5855, -1.5810, -5.7670], [0.3370, -3.1354, -6.1057], [-0.1074, -4.3430, -4.9157], [2.6303, -4.2835, -6.2942], [1.3021, -5.3980, -6.6676], [2.1112, -5.4459, -5.0842], [3.5997, -1.9780, -5.8737], [2.6114, -0.4914, -5.8662], [1.9638, -1.9459, -6.5832], [3.3307, -0.2349, 3.8838], [2.5798, -0.6568, 4.7633], [1.2636, -0.3498, 4.7430], [0.2761, -0.9287, 5.6154], [0.2312, -0.1990, 6.9431], [3.1261, -1.4441, 5.9165], [0.4359, -2.0048, 5.7297], [-0.6890, -0.8122, 5.1098], [1.1831, -0.2720, 7.4767], [-0.5555, -0.6066, 7.5814], [0.0402, 0.8687, 6.7860], [3.5354, -0.7538, 6.6604], [3.9258, -2.0936, 5.5473], [2.3966, -2.0993, 6.3902]]}

[4]
{"formula": "C19H20BrNO3S", "method": "ωB97M-V with the def2-TZVPD basis set", "smiles": "Cc1ccc(CNC(=O)COC(=O)CSc2ccc(Br)cc2C)cc1", "energy_ev": -108539.3040, "gap_ev": 9.372, "symbols": ["C", "C", "C", "C", "C", "C", "C", "H", "H", "C", "N", "C", "O", "C", "H", "H", "O", "C", "O", "C", "H", "H", "S", "C", "C", "C", "C", "C", "C", "C", "H", "H", "H", "H", "Br", "H", "H", "H", "H", "H", "H", "H", "H", "H", "H"], "coordinates": [[-4.7882, -1.3085, -1.7032], [-3.9266, -0.2206, -1.1413], [-3.2089, 0.6340, -1.9678], [-2.4106, 1.6312, -1.4328], [-2.3122, 1.7940, -0.0576], [-3.0291, 0.9410, 0.7725], [-3.8304, -0.0481, 0.2359], [-4.3807, -0.7062, 0.8917], [-2.9488, 1.0514, 1.8434], [-1.3915, 2.8291, 0.5327], [-0.0587, 2.2813, 0.7150], [0.4243, 1.9303, 1.9162], [-0.1552, 2.0885, 2.9669], [1.8236, 1.3110, 1.8816], [1.7643, 0.2752, 2.2362], [2.4731, 1.8580, 2.5733], [2.3729, 1.3396, 0.5677], [3.5972, 0.8135, 0.4173], [4.2472, 0.3577, 1.3160], [3.9955, 0.8290, -1.0339], [5.0487, 1.0756, -1.1491], [3.3651, 1.5021, -1.6124], [3.8237, -0.8860, -1.6700], [2.3159, -1.3460, -0.8191], [1.1175, -0.7794, -1.2225], [-0.0603, -1.0917, -0.5683], [-0.0086, -1.9857, 0.4869], [1.1838, -2.5597, 0.8923], [2.3716, -2.2506, 0.2421], [3.6649, -2.8502, 0.6845], [3.5016, -3.5987, 1.4546], [4.3132, -2.0700, 1.0847], [4.1801, -3.3077, -0.1579], [1.1923, -3.2527, 1.7204], [-1.6110, -2.4576, 1.3903], [-0.9979, -0.6569, -0.8761], [1.1046, -0.0955, -2.0579], [0.4706, 2.0422, -0.1086], [-1.7389, 3.1328, 1.5224], [-1.3236, 3.7060, -0.1182], [-1.8605, 2.2886, -2.0924], [-3.2709, 0.5180, -3.0408], [-4.5460, -2.2613, -1.2351], [-5.8378, -1.0976, -1.5010], [-4.6553, -1.3994, -2.7784]]}

[5]
{"formula": "C4H11N2", "method": "ωB97M-V with the def2-TZVPD basis set", "total_charge": 1, "smiles": "NCC/C=C/[NH3+]", "energy_ev": -7299.0052, "gap_ev": 9.231, "symbols": ["C", "C", "C", "C", "N", "N", "H", "H", "H", "H", "H", "H", "H", "H", "H", "H", "H"], "coordinates": [[-1.5279, -0.7359, -1.2786], [-0.0204, -0.5409, -1.0459], [0.3353, 0.3860, 0.0561], [1.5557, 0.8245, 0.3567], [1.9133, 1.3523, 1.6636], [-2.2260, -0.8670, -0.0026], [-1.9629, 0.1052, -1.8210], [-1.6285, -1.5456, -2.0126], [0.3094, -1.5083, -0.6413], [0.4999, -0.4530, -1.9985], [-0.4651, 0.6453, 0.7519], [2.3858, 0.5846, -0.2964], [1.0427, 1.6023, 2.1318], [2.5242, 2.1627, 1.6285], [2.4052, 0.6884, 2.2579], [-1.9332, -1.7060, 0.4749], [-3.2075, -0.9946, -0.2245]]}

[6]
{"formula": "C4H8N3O2", "method": "ωB97M-V with the def2-TZVPD basis set", "total_charge": 1, "smiles": "[O-]/[N+](O)=C/[N+]1=CNCC1", "energy_ev": -12830.3001, "gap_ev": [9.444, 9.444], "symbols": ["C", "C", "C", "C", "N", "N", "N", "O", "O", "H", "H", "H", "H", "H", "H", "H", "H"], "coordinates": [[2.0001, -1.0752, 0.8630], [-1.5693, 0.3822, -0.1800], [-0.7481, -0.5083, 0.7772], [0.4701, 0.0653, -1.0622], [-0.6389, 0.7210, -1.2109], [0.4332, -0.7414, -0.0272], [3.0680, -0.4004, 0.6816], [2.9316, 0.7938, -0.0533], [4.1282, -0.5154, 1.3424], [1.9717, -2.0272, 1.3764], [-2.4834, -0.2134, -0.3885], [-1.9939, 1.4738, 0.2281], [-0.3223, -0.0801, 1.7385], [-1.3522, -1.3843, 1.0678], [1.2517, 0.2405, -1.7058], [3.8709, 1.0302, -0.1469], [-0.6700, 1.5439, -1.7365]]}

[7]
{"formula": "CH5NO3", "method": "ωB97M-V with the def2-TZVPD basis set", "total_charge": 1, "spin_multiplicity": 2, "energy_ev": -8740.9894, "s_squared": 0.770, "gap_ev": [11.051, 4.774], "symbols": ["N", "C", "O", "O", "H", "H", "H", "H", "H", "O"], "coordinates": [[0.5305, -0.3734, 0.4195], [1.3783, 0.6702, 0.6924], [2.3475, 0.7792, -0.1572], [1.1783, 1.3750, 1.6549], [0.2955, -0.5617, -0.5610], [-0.2516, -0.4002, 1.0736], [2.8238, 1.6227, -0.0556], [-2.6841, -0.4623, -0.4717], [-2.8767, -1.2949, -1.7726], [-2.7416, -1.3546, -0.8223]]}